Record 1
Formula: C28H41BrClGeN5OPtS2
Source: OMol25
Level of theory: ωB97M-V/def2-TZVPD

The calculation puts the frontier orbital gap at 6.79 eV. The calculation puts the LUMO energy at -2.0 eV. Its HOMO energy is -8.78 eV. The electronic energy is -203198.5108 eV.

```
! RIJCOSX wB97M-V def2-TZVPD def2/J DEFGRID3
* xyz 0 1
Pt 0.140 0.880 -0.158
S -1.632 0.137 -1.418
C -1.368 -1.484 -0.818
S -0.030 -1.360 0.275
C -2.059 -2.606 -1.144
C -1.716 -3.852 -0.549
N -1.430 -4.859 -0.073
C -3.126 -2.533 -2.082
N -3.989 -2.473 -2.840
C -2.269 -0.755 4.917
C -3.594 -0.895 4.181
C -3.769 0.060 3.003
C -2.790 -0.160 1.839
Ge -1.123 0.881 1.946
C -1.462 2.821 2.041
C -1.492 3.326 3.488
C -1.555 4.849 3.597
C -2.819 5.448 2.993
H -2.260 -1.358 5.826
H -2.086 0.283 5.208
H -1.428 -1.082 4.305
H -4.418 -0.731 4.881
H -3.705 -1.922 3.822
H -3.715 1.093 3.366
H -4.786 -0.058 2.619
H -3.262 0.136 0.901
H -2.548 -1.220 1.739
H -0.159 0.412 3.036
H -2.403 3.026 1.527
H -0.668 3.343 1.499
H -0.602 2.968 4.014
H -2.351 2.895 4.014
H -0.672 5.273 3.108
H -1.485 5.129 4.650
H -2.868 5.286 1.915
H -2.867 6.524 3.164
H -3.712 5.001 3.435
Br 2.055 1.743 1.138
C 5.461 0.783 -2.507
C 5.955 2.104 -3.106
C 5.978 3.181 -2.010
C 7.416 1.874 -3.523
C 5.138 2.618 -4.342
O 5.789 3.820 -4.792
C 5.098 1.697 -5.591
C 4.088 0.557 -5.803
C 4.360 -0.742 -5.091
C 3.452 -1.265 -4.178
C 3.719 -2.435 -3.484
C 4.912 -3.098 -3.716
Cl 5.268 -4.558 -2.846
C 5.824 -2.617 -4.643
C 5.538 -1.446 -5.325
C 3.761 3.254 -4.016
N 2.660 2.464 -3.478
C 2.400 2.117 -2.218
N 1.239 1.485 -2.163
C 0.791 1.518 -3.447
N 1.624 2.102 -4.269
H 5.948 0.636 -1.541
H 5.723 -0.066 -3.136
H 4.388 0.743 -2.339
H 6.738 2.921 -1.271
H 5.038 3.259 -1.466
H 6.224 4.160 -2.419
H 7.958 1.453 -2.675
H 7.923 2.803 -3.792
H 7.512 1.161 -4.344
H 6.618 3.574 -5.216
H 6.107 1.303 -5.745
H 4.929 2.401 -6.409
H 4.096 0.358 -6.879
H 3.079 0.894 -5.580
H 2.522 -0.741 -3.994
H 3.013 -2.831 -2.766
H 6.743 -3.158 -4.823
H 6.254 -1.071 -6.049
H 3.376 3.679 -4.941
H 3.941 4.077 -3.328
H 3.039 2.307 -1.375
H -0.142 1.084 -3.764
*
```


Record 2
Formula: C28H41BrI2NO3PRuS2
Source: OMol25
Level of theory: ωB97M-V/def2-TZVPD

The calculation puts the frontier orbital gap (alpha / beta) at 8.36 / 6.78 eV. The calculation puts the LUMO energy (alpha / beta) at -8.0 / -10.2 eV. Its HOMO energy (alpha / beta) is -16.37 / -16.98 eV. The electronic energy is -157092.7107 eV.

```
! RIJCOSX wB97M-V def2-TZVPD def2/J DEFGRID3
* xyz 3 6
Ru -1.025 0.134 -0.534
O 0.937 0.118 0.374
S 2.483 -0.023 0.348
C 2.776 -1.804 0.595
C 1.680 -2.541 1.370
C 1.163 -3.788 0.641
C -0.254 -4.148 1.076
S -1.529 -3.229 0.159
O -0.777 -1.979 -0.368
C -1.737 -4.224 -1.290
C -2.798 -5.122 -1.286
C -2.978 -5.947 -2.388
C -2.120 -5.851 -3.475
C -1.074 -4.935 -3.472
C -0.869 -4.115 -2.373
C 3.049 0.708 1.844
C 3.892 1.805 1.694
C 4.362 2.455 2.829
C 3.981 2.008 4.085
C 3.134 0.910 4.224
C 2.663 0.251 3.103
H 3.764 -1.868 1.052
H 2.871 -2.188 -0.423
H 0.845 -1.856 1.526
H 2.053 -2.828 2.354
H 1.807 -4.643 0.848
H 1.190 -3.642 -0.440
H -0.427 -3.926 2.131
H -0.498 -5.198 0.912
H -3.476 -5.177 -0.443
H -3.794 -6.656 -2.398
H -2.268 -6.493 -4.333
H -0.412 -4.869 -4.326
H -0.050 -3.406 -2.353
H 4.196 2.132 0.707
H 5.030 3.299 2.729
H 4.354 2.509 4.968
H 2.856 0.563 5.210
H 2.014 -0.608 3.214
I -1.768 -0.612 2.625
C -3.828 -0.429 2.166
I -4.094 0.155 0.141
H -4.263 0.329 2.806
H -4.303 -1.393 2.299
Br -2.028 2.187 -2.836
C -0.430 1.342 -3.407
C 0.103 1.611 -4.651
C 1.264 0.936 -5.000
C 1.825 0.031 -4.108
C 1.215 -0.159 -2.885
N 0.102 0.499 -2.530
H -0.373 2.314 -5.318
H 1.721 1.113 -5.965
H 2.722 -0.517 -4.358
H 1.602 -0.863 -2.160
O -2.304 -0.979 -2.385
H -2.919 -0.692 -3.072
H -2.096 -1.910 -2.554
C -3.207 3.508 1.811
C -2.349 3.615 0.548
P -0.873 2.536 0.572
C 0.462 3.292 -0.449
C 0.320 4.786 -0.742
C -0.239 2.603 2.280
C 0.316 3.973 2.677
H -4.158 4.014 1.651
H -2.725 3.975 2.668
H -3.426 2.471 2.068
H -2.004 4.640 0.411
H -2.938 3.361 -0.334
H 0.547 2.740 -1.383
H 1.378 3.086 0.112
H -0.545 4.988 -1.373
H 1.203 5.133 -1.278
H 0.230 5.380 0.165
H 0.522 1.828 2.371
H -1.062 2.324 2.939
H 1.205 4.238 2.105
H 0.597 3.954 3.730
H -0.423 4.765 2.553
*
```


Record 3
Formula: C28H41Cl2IrN7O2Si
Source: OMol25
Level of theory: ωB97M-V/def2-TZVPD

The calculation puts the frontier orbital gap (alpha / beta) at 4.93 / 5.56 eV. The calculation puts the LUMO energy (alpha / beta) at -7.7 / -7.6 eV. Its HOMO energy (alpha / beta) is -12.59 / -13.14 eV. The electronic energy is -79973.2396 eV.

```
! RIJCOSX wB97M-V def2-TZVPD def2/J DEFGRID3
* xyz 2 2
Ir 0.139 0.064 -0.325
C -3.131 3.381 -0.079
N -2.185 3.225 1.024
C -2.567 3.660 2.369
C -1.642 2.849 3.277
N -0.775 2.121 2.331
C 0.187 -0.106 2.845
C -1.154 2.375 1.065
N -0.572 1.853 -0.046
C -0.528 2.712 -1.249
C 0.729 2.338 -1.997
N 0.705 0.879 -2.192
C 0.997 0.456 -3.405
N 1.661 1.163 -4.340
C 2.665 2.195 -4.132
C 1.469 0.584 -5.668
C 1.154 -0.861 -5.322
N 0.524 -0.729 -4.005
C -0.487 -2.551 -2.978
H -4.106 3.599 0.350
H -3.210 2.457 -0.647
H -2.856 4.200 -0.740
H -3.618 3.430 2.543
H -2.427 4.735 2.479
H -2.191 2.152 3.912
H -1.037 3.493 3.911
H -0.523 -0.278 3.654
H 1.124 -0.586 3.124
H 0.238 -1.582 1.501
H -0.506 3.766 -0.970
H -1.390 2.528 -1.890
H 1.602 2.653 -1.419
H 0.727 2.871 -2.945
H 3.005 2.186 -3.100
H 2.307 3.192 -4.392
H 3.519 1.961 -4.767
H 2.370 0.691 -6.267
H 0.640 1.074 -6.182
H 2.064 -1.457 -5.220
H 0.476 -1.336 -6.025
H -1.120 -4.279 -1.949
H -1.034 -2.723 -3.908
H -1.093 -1.907 -2.338
Cl 2.897 -6.946 0.476
C 2.286 -5.373 0.130
C 2.739 -4.289 0.860
C 2.222 -3.042 0.570
Cl 2.857 -1.660 1.419
C 1.274 -2.846 -0.444
O 0.835 -1.628 -0.769
C 0.853 -3.948 -1.205
C -0.171 -3.884 -2.325
O 0.746 -1.891 -3.271
C 1.364 -5.200 -0.889
H 3.487 -4.406 1.630
H 0.155 -4.584 -3.096
H 1.044 -6.064 -1.457
C -2.343 -2.000 3.433
Si -2.053 -1.388 1.702
C -3.268 -0.049 1.266
C -2.104 -2.786 0.488
N -0.326 -0.734 1.602
C 0.454 1.438 2.811
C 0.669 1.750 4.269
C 1.874 2.078 4.783
C 2.998 2.243 3.942
C 2.871 2.062 2.559
C 1.676 1.734 1.992
H -3.273 -2.575 3.431
H -2.466 -1.210 4.176
H -1.554 -2.674 3.775
H -4.270 -0.487 1.280
H -3.094 0.342 0.263
H -3.273 0.773 1.984
H -3.043 -3.332 0.609
H -1.289 -3.496 0.646
H -2.058 -2.427 -0.540
H -0.167 1.590 4.938
H 1.981 2.215 5.851
H 3.954 2.515 4.369
H 3.737 2.193 1.924
H 1.628 1.535 0.932
*
```


How do the records compare in largest force on an atom? In the order shown, they have 0.0200 0.0051 0.0235 Eh/bohr.